Density functional theory data (ωB97M-V/def2-TZVPD) for C2HNO in the gas phase.

Calculated values
Total charge: 0
Total energy (eV): -5626.3009
Kohn-Sham gap (eV): 10.853
SMILES: N#CC=O
F_max (eV Å⁻¹): 1.36
ΔE to the lowest compared entry with this formula, charge and spin (eV): 0.279
LUMO energy (eV): -0.9
Molar mass (g mol⁻¹): 55.036

XYZ file:
```
5
Properties=species:S:1:pos:R:3:forces:R:3
O -1.270 -0.721 -0.558 0.25 0.40 0.37
C -0.592 0.029 0.094 -0.45 -0.37 -0.34
C 0.871 0.019 -0.072 1.30 -0.19 -0.33
N 2.007 -0.066 -0.284 -1.26 0.21 0.36
H -1.015 0.740 0.820 0.16 -0.05 -0.05
```
Positions in Å, forces in eV/Å.

Quick look at the Mulliken charges, all values in e:
1. O -0.363
2. C 0.067
3. C 0.275
4. N -0.277
5. H 0.297



Density functional theory data (ωB97M-V/def2-TZVPD) for C2HNO2 in the gas phase.

Calculated values
Total charge: 0
Total energy (eV): -7673.6516
Kohn-Sham gap (eV): 11.195
SMILES: N#CC(=O)O
F_max (eV Å⁻¹): 7.81
ΔE to the lowest compared entry with this formula, charge and spin (eV): 1.459
LUMO energy (eV): -0.8
Molar mass (g mol⁻¹): 71.035

XYZ file:
```
6
Properties=species:S:1:pos:R:3:forces:R:3
C 0.403 0.397 -0.095 1.46 2.17 1.09
C -1.027 -0.036 -0.134 -7.13 2.21 1.13
H 0.866 -1.474 0.235 0.57 1.06 -0.56
N -2.234 0.140 0.024 7.54 -1.69 -1.15
O 1.338 -0.638 -0.033 -1.97 1.01 0.26
O 0.654 1.612 0.003 -0.48 -4.76 -0.77
```
Positions in Å, forces in eV/Å.

Quick look at the Mulliken charges, all values in e:
1. C 0.661
2. C 0.166
3. H 0.353
4. N -0.330
5. O -0.432
6. O -0.419



Density functional theory data (ωB97M-V/def2-TZVPD) for 2 unconnected molecules or ions with the total composition C2HNO2.

Calculated values
Total charge: 0
Total energy (eV): -7675.1107
Kohn-Sham gap (eV): 13.445
SMILES: O=C=O.C#N
F_max (eV Å⁻¹): 2.63
ΔE to the lowest compared entry with this formula, charge and spin (eV): 0.000
LUMO energy (eV): 0.6
Molar mass (g mol⁻¹): 71.035

XYZ file:
```
6
Properties=species:S:1:pos:R:3:forces:R:3
C 1.551 0.024 -0.200 -0.11 0.00 2.31
C -1.523 0.001 0.165 -0.08 -2.37 -0.39
N 1.470 0.056 0.942 0.05 0.09 -0.22
O -1.661 1.110 0.364 -0.17 2.58 0.47
O -1.431 -1.133 -0.055 0.15 -0.22 -0.06
H 1.595 -0.058 -1.216 0.16 -0.09 -2.11
```
Positions in Å, forces in eV/Å.

Quick look at the Mulliken charges, all values in e:
1. C 0.067
2. C 0.694
3. N -0.357
4. O -0.327
5. O -0.381
6. H 0.303